(1)
{"formula": "C16H18F5NO17", "method": "ωB97M-V/def2-TZVPD", "elements": ["O", "H", "H", "N", "C", "C", "H", "O", "F", "H", "C", "O", "O", "O", "O", "O", "C", "H", "O", "C", "C", "H", "O", "H", "C", "H", "H", "H", "C", "H", "C", "C", "O", "F", "C", "C", "H", "H", "C", "O", "H", "H", "F", "O", "C", "F", "O", "O", "H", "C", "H", "O", "O", "O", "F", "C", "H"], "positions_angstrom": [[0.662, -12.864, 10.061], [-6.347, -11.718, 9.299], [-3.756, -1.651, 13.851], [-6.767, -10.668, 14.684], [-0.648, -9.156, 18.950], [-7.927, -11.740, 20.920], [-4.139, -1.617, 12.195], [-4.958, -3.878, 14.386], [1.853, -11.961, 11.710], [-8.528, -13.465, 22.042], [-1.435, -11.166, 19.453], [-0.398, -10.546, 18.896], [-8.169, -12.539, 9.731], [-2.281, -10.276, 19.944], [-6.466, -10.743, 23.855], [-9.336, -14.528, 9.984], [-6.051, -3.005, 14.275], [-7.133, -8.800, 13.513], [-7.681, -14.378, 8.444], [-7.637, -12.987, 21.632], [-6.745, -13.483, 8.124], [-6.554, -13.409, 7.054], [-0.763, -14.183, 9.059], [0.264, -11.068, 11.061], [-4.416, -2.121, 13.122], [-0.490, -8.691, 17.977], [-9.004, -11.631, 20.791], [-8.359, -9.198, 14.488], [-6.906, -11.374, 22.877], [-7.446, -11.655, 19.946], [-7.161, -12.219, 8.774], [-4.138, -3.624, 13.214], [-7.665, -11.494, 14.905], [-2.845, -8.889, 18.316], [-8.417, -13.902, 9.509], [-7.272, -9.278, 14.482], [0.040, -8.718, 19.673], [-4.463, -4.157, 12.320], [0.651, -12.065, 11.269], [-5.810, -2.015, 13.447], [-5.868, -13.884, 8.631], [-6.782, -8.748, 15.299], [-7.044, -13.879, 20.810], [-6.760, -12.647, 22.606], [0.037, -13.128, 12.146], [-7.644, -11.442, 7.842], [-5.590, -10.874, 14.638], [-7.375, -10.795, 21.792], [0.880, -13.795, 12.322], [-2.057, -9.042, 19.384], [-2.145, -8.281, 20.160], [-7.021, -3.187, 14.883], [-0.859, -13.786, 11.328], [-1.528, -12.391, 19.485], [-2.749, -3.746, 13.388], [-0.380, -13.635, 10.039], [-0.310, -12.800, 13.126]], "e_homo_ev": -11.2, "smiles": "O=C1OC[C@@H](F)O1.O=C1OC[C@@H](F)O1.O=C1OC[C@@H](F)O1.O=C1OC[C@@H](F)O1.O=C1OC[C@@H](F)O1.C[N+](=O)[O-]", "de_lowest_kj_mol": 83.3}

(2)
{"formula": "C5H4Cl5NO3", "method": "ωB97M-V/def2-TZVPD", "elements": ["C", "O", "H", "Cl", "O", "Cl", "H", "Cl", "H", "C", "C", "H", "Cl", "C", "N", "Cl", "O", "C"], "positions_angstrom": [[-2.504, -1.582, -0.198], [-4.652, -2.109, -0.088], [-2.458, -1.215, -1.357], [-5.337, 0.013, -0.924], [-0.346, 0.481, 1.940], [1.753, 1.251, -1.035], [1.725, 1.776, 1.145], [0.912, -2.084, -0.304], [-0.438, -0.237, -0.967], [0.330, 0.144, 1.023], [-3.962, 0.639, -0.178], [2.426, 0.215, 1.150], [-2.913, 1.460, -1.245], [-0.226, -0.737, -0.076], [-3.543, -2.018, 0.467], [-3.987, 1.118, 1.482], [-1.379, -1.267, 0.416], [1.663, 0.864, 0.706]], "e_homo_ev": [-8.5, -9.0]}

(3)
{"formula": "C32H92N8O10", "method": "ωB97M-V/def2-TZVPD", "elements": ["C", "H", "H", "H", "H", "C", "O", "C", "C", "H", "H", "H", "C", "H", "H", "C", "H", "H", "H", "H", "O", "H", "H", "O", "H", "H", "H", "H", "C", "C", "C", "H", "C", "H", "H", "N", "H", "H", "H", "O", "H", "H", "C", "H", "H", "C", "C", "H", "H", "H", "N", "C", "C", "H", "H", "C", "N", "H", "H", "H", "C", "O", "H", "N", "H", "H", "H", "H", "C", "H", "N", "H", "H", "H", "H", "H", "O", "H", "H", "H", "C", "H", "C", "H", "H", "H", "H", "H", "H", "H", "C", "H", "H", "C", "H", "H", "H", "C", "H", "O", "H", "H", "H", "H", "H", "H", "C", "C", "N", "C", "H", "H", "H", "C", "H", "C", "H", "H", "H", "H", "H", "H", "H", "N", "C", "C", "H", "C", "H", "H", "H", "N", "H", "O", "H", "H", "H", "O", "O", "C", "H", "H"], "positions_angstrom": [[29.348, -6.253, 28.363], [31.599, -16.840, 25.371], [31.749, -7.262, 27.943], [28.326, -8.570, 27.888], [20.446, -3.646, 22.789], [30.467, -13.230, 33.326], [21.394, -7.789, 28.167], [23.485, -10.675, 16.811], [23.102, -4.668, 22.560], [19.869, -6.589, 27.283], [25.631, -10.572, 17.141], [24.730, -9.965, 30.223], [22.959, -10.225, 18.230], [27.912, -4.393, 29.680], [25.015, -17.557, 19.259], [15.388, -11.249, 27.008], [22.815, -9.146, 18.185], [22.527, -10.053, 28.963], [31.427, -16.537, 27.170], [34.915, -11.907, 25.488], [24.535, -12.740, 25.566], [24.756, -15.403, 22.104], [22.530, -9.323, 15.558], [29.098, -14.915, 31.264], [29.112, -15.568, 33.266], [25.201, -10.591, 15.518], [31.276, -14.237, 26.884], [35.377, -13.563, 24.948], [14.116, -15.616, 26.516], [34.773, -12.977, 25.641], [27.447, -4.793, 28.779], [29.684, -14.201, 25.364], [24.860, -10.190, 16.472], [14.778, -16.259, 27.095], [29.788, -12.804, 32.588], [23.476, -2.524, 23.692], [32.071, -15.275, 31.305], [20.780, -5.853, 28.623], [23.533, -1.877, 22.919], [21.703, -10.749, 18.624], [35.229, -13.230, 26.598], [13.148, -15.849, 26.961], [31.332, -7.783, 28.805], [26.548, -20.216, 22.794], [26.366, -4.855, 28.912], [21.224, -2.885, 22.853], [21.435, -10.564, 20.042], [23.752, -11.728, 16.900], [23.740, -18.696, 19.588], [21.301, -9.520, 20.328], [31.871, -14.385, 31.739], [25.794, -20.466, 22.047], [32.959, -14.604, 25.533], [27.511, -14.847, 30.063], [26.249, -20.489, 21.057], [16.199, -12.525, 27.020], [24.634, -15.854, 21.209], [23.739, -10.524, 18.930], [15.579, -13.485, 25.194], [22.205, -3.912, 24.368], [24.865, -6.351, 22.540], [27.957, -6.112, 28.634], [19.597, -7.163, 28.903], [24.025, -8.722, 28.173], [20.779, -2.142, 23.515], [29.499, -6.345, 27.288], [24.994, -9.109, 16.451], [29.935, -16.547, 32.058], [29.755, -15.523, 32.387], [24.763, -12.008, 26.140], [22.527, -10.320, 15.723], [31.562, -13.715, 31.050], [24.326, -3.053, 23.555], [23.376, -4.351, 21.554], [15.325, -10.847, 25.997], [16.372, -14.436, 26.314], [21.468, -15.150, 27.267], [31.691, -8.800, 28.650], [31.844, -7.433, 29.701], [22.367, -5.469, 22.476], [23.086, -9.162, 29.250], [25.836, -6.419, 23.030], [31.197, -16.203, 26.159], [27.748, -4.201, 27.915], [23.440, -8.439, 27.399], [21.558, -10.590, 15.818], [24.234, -7.231, 22.669], [15.739, -10.428, 27.633], [25.253, -17.824, 22.997], [29.883, -13.504, 34.205], [24.143, -17.238, 21.172], [30.001, -5.460, 28.727], [22.533, -7.245, 29.904], [22.009, -8.093, 29.465], [30.878, -13.228, 24.810], [17.890, -11.446, 26.580], [29.432, -9.555, 28.333], [27.806, -15.366, 30.975], [17.952, -13.037, 26.313], [24.245, -5.240, 23.186], [23.946, -15.317, 20.700], [16.627, -12.773, 27.992], [23.414, -9.654, 31.368], [27.824, -16.435, 30.762], [23.182, -17.332, 21.677], [27.153, -15.058, 31.792], [29.821, -7.633, 28.792], [30.949, -14.611, 32.800], [29.332, -8.660, 27.875], [23.947, -9.260, 30.504], [24.464, -8.329, 30.737], [14.343, -11.478, 27.219], [33.006, -14.804, 24.463], [22.459, -3.530, 23.379], [29.432, -7.999, 29.742], [24.044, -17.661, 19.743], [21.505, -16.072, 27.010], [23.272, -17.076, 19.242], [22.057, -11.064, 20.784], [21.280, -15.170, 28.206], [20.461, -10.975, 20.309], [33.552, -15.348, 26.066], [31.274, -12.555, 33.611], [17.366, -12.223, 26.203], [31.471, -14.758, 25.947], [25.175, -18.132, 21.954], [24.938, -6.065, 21.491], [15.552, -13.719, 26.259], [26.194, -17.944, 21.616], [31.582, -15.032, 33.581], [23.852, -13.213, 26.041], [30.582, -14.189, 24.902], [21.311, -8.497, 30.198], [33.390, -13.260, 25.733], [25.457, -21.468, 22.312], [14.118, -15.877, 25.458], [30.119, -16.363, 26.161], [24.731, -19.494, 21.974], [14.305, -14.237, 26.765], [20.368, -6.784, 28.232], [21.358, -2.428, 21.873], [24.561, -7.883, 28.340]], "e_homo_ev": -8.9, "smiles": "COC[C@H](C)N.COC[C@H](C)N.COC[C@H](C)N.COC[C@H](C)N.COC[C@H](C)N.COC[C@H](C)N.COC[C@H](C)N.COC[C@H](C)N.O.O", "de_lowest_kj_mol": 476.3}

(4)
{"formula": "C49H63GeN11O4Ta", "method": "ωB97M-V/def2-TZVPD", "elements": ["H", "H", "H", "H", "C", "H", "H", "C", "C", "Ge", "O", "H", "C", "N", "H", "C", "C", "C", "H", "N", "H", "H", "H", "C", "C", "H", "N", "H", "C", "O", "H", "H", "C", "C", "C", "H", "C", "N", "H", "H", "C", "C", "O", "H", "N", "H", "H", "C", "C", "H", "H", "C", "N", "N", "H", "C", "O", "H", "C", "H", "H", "C", "H", "H", "C", "N", "C", "C", "C", "H", "H", "C", "H", "H", "H", "H", "C", "H", "N", "H", "H", "H", "C", "C", "N", "H", "C", "H", "N", "C", "C", "H", "H", "H", "H", "C", "H", "C", "H", "H", "C", "H", "Ta", "H", "H", "C", "H", "H", "H", "H", "C", "C", "H", "C", "H", "C", "H", "H", "H", "H", "C", "C", "C", "C", "C", "C", "C", "H", "C"], "positions_angstrom": [[-1.188, 2.862, -0.259], [0.990, 3.267, 1.891], [0.590, -4.349, 0.697], [4.356, 2.910, -2.196], [1.441, 2.471, -0.526], [-4.317, 2.409, 3.576], [-3.794, 3.299, 2.136], [1.548, -0.486, -2.502], [0.452, -1.714, 4.081], [-1.832, -3.514, 0.307], [0.017, 1.236, -8.439], [3.739, 2.856, 1.625], [1.524, -0.401, -4.971], [2.634, 0.496, 3.068], [-0.393, 4.671, 1.215], [-1.583, -1.631, -3.407], [3.317, 3.044, -1.918], [3.500, -0.451, 2.838], [-2.718, 4.084, -1.644], [-1.510, -2.192, -4.648], [5.384, -0.940, 3.719], [0.731, -3.746, -2.920], [0.657, 4.965, -2.680], [-0.779, 3.753, -0.744], [-3.266, -1.466, 4.842], [4.302, -4.073, 0.144], [4.567, -0.357, 3.685], [5.024, 3.100, 0.427], [-0.061, -3.145, -3.342], [0.834, -0.204, -1.382], [-3.353, -5.043, -1.064], [-0.288, -3.761, -5.475], [-3.155, -3.968, -1.069], [-0.832, 4.925, 0.252], [3.324, -1.476, 1.819], [0.994, -0.444, 5.757], [3.703, 1.430, -0.023], [-0.480, 0.311, 2.233], [-3.549, 2.004, -1.484], [4.212, -0.077, -1.519], [-3.239, 1.202, 2.122], [-0.536, -3.158, -4.617], [2.486, -1.229, -2.468], [-5.319, 0.544, 2.016], [-0.718, -2.197, -2.591], [-2.065, -1.963, -5.453], [-1.464, 5.134, -2.281], [1.046, -1.499, 5.476], [-2.467, -0.503, -3.100], [-1.526, 3.433, -2.777], [-4.703, -0.148, 3.967], [0.615, 2.271, 1.699], [-3.450, -0.083, -3.947], [4.222, -2.450, 1.564], [0.239, -3.312, 2.625], [-2.620, -4.102, 2.011], [-1.602, 2.126, -7.323], [1.007, -1.083, 3.396], [0.194, 1.208, -3.761], [-0.373, 1.963, 3.575], [-4.858, 1.542, -3.871], [-1.668, 4.116, -1.939], [-1.867, -4.169, 2.797], [5.035, 1.021, 5.271], [-0.330, 1.677, -4.953], [0.859, 1.655, 0.515], [3.760, -3.224, 0.523], [-2.766, 0.131, 3.095], [-1.431, -0.296, 3.134], [2.967, 4.560, -3.393], [1.902, -2.988, -0.610], [-3.505, 2.524, 2.852], [2.620, 2.092, 4.500], [0.092, -3.852, 4.306], [-3.402, -3.417, 2.348], [-0.118, 1.626, -2.820], [2.570, -2.688, 0.179], [5.092, -2.591, 2.045], [2.294, -1.603, 0.990], [2.235, -1.216, -4.950], [2.098, -1.802, 5.487], [-1.628, -2.630, 5.573], [0.623, -3.169, 3.638], [3.143, 1.234, 4.103], [-0.545, 1.526, -7.402], [0.086, -4.671, -0.978], [1.023, 0.078, -6.168], [-4.094, -3.449, -0.863], [-2.400, 0.288, -2.048], [-1.940, -1.860, 4.874], [4.444, 2.344, 0.964], [-3.986, -1.934, 5.502], [5.134, 1.760, 1.583], [-0.293, 5.785, -0.155], [1.327, -0.332, -7.120], [4.707, 0.588, -0.811], [-2.444, 1.372, 1.392], [-3.666, -0.465, 3.969], [-2.617, 2.869, 3.386], [5.285, -0.029, -0.114], [-4.487, 0.769, 1.346], [-3.729, -0.504, -4.815], [0.146, -0.364, 0.368], [-4.810, 1.574, 0.681], [3.072, 0.762, 0.552], [2.791, 2.294, -0.873], [-2.294, -1.220, -0.520], [1.682, -3.449, 3.640], [-2.345, -1.290, 1.230], [-1.061, 2.474, -4.981], [-0.093, 1.564, 2.609], [-1.737, -1.536, 0.359], [-4.287, -0.115, 0.735], [-1.002, -1.282, 4.025], [-2.814, -3.690, -2.068], [1.091, 0.148, -3.770], [0.517, -2.086, 6.230], [-0.536, -5.660, 0.347], [-3.058, -5.095, 1.879], [-1.870, 5.222, 0.422], [-3.381, 1.234, -2.222], [4.342, 0.720, 4.502], [1.237, 4.198, -2.181], [-4.041, 1.025, -3.393], [0.082, 1.091, -6.135], [-0.245, -4.646, 0.062], [0.661, 3.458, -1.153], [5.420, 1.212, -1.356], [2.542, 3.977, -2.585]], "e_homo_ev": -9.7, "total_charge": 1}